(1)
DFT (ωB97M-V with the def2-TZVPD basis set) results for the molecule C20H15F2NO.

XYZ file:
```
39
Properties=species:S:1:pos:R:3:forces:R:3
N -3.0447 -0.8256 -0.3226 1.709 -3.457 2.008
C -2.1605 0.2103 -0.3527 -2.355 0.664 -1.786
O -2.7886 1.1500 -0.8098 1.976 2.907 -0.012
C -0.6096 0.1278 -0.1257 0.008 -0.842 1.553
C 0.1356 0.2221 -1.4696 0.288 0.074 -0.466
C 1.4233 0.7980 -1.5247 0.039 0.043 -0.446
C 2.1170 0.9205 -2.7318 0.419 -0.545 0.381
C 1.5751 0.3749 -3.8841 0.750 0.429 -0.996
C 0.3381 -0.2014 -3.8670 -1.723 -0.886 0.718
C -0.3880 -0.2853 -2.6669 0.472 0.174 0.073
C -0.0852 1.2867 0.8004 -0.162 0.639 0.193
C 0.8664 1.1187 1.8246 -0.043 -1.699 -0.392
C 1.4255 2.1731 2.5206 -0.034 1.353 1.048
C 0.9581 3.4762 2.3059 -0.417 -0.365 -1.244
C 0.0194 3.6702 1.2611 1.095 0.339 1.378
C -0.4655 2.6212 0.5373 -0.303 -1.117 -0.405
C -0.3511 -1.2572 0.5946 -0.076 0.215 -0.043
C 0.5531 -2.2279 0.0580 -0.890 0.519 1.368
C 0.7497 -3.4316 0.7427 -0.626 -0.181 0.409
C 0.0456 -3.7564 1.9138 0.184 1.167 -1.115
F 0.2540 -4.9612 2.5112 -0.349 1.027 -0.326
C -0.8588 -2.8170 2.4200 0.128 -0.752 0.468
C -1.0450 -1.5835 1.8124 1.067 -0.245 -1.026
F -1.9179 -0.7332 2.4408 0.862 -0.448 -0.905
H -4.0145 -0.5171 -0.3923 0.668 -0.325 0.122
H -2.7847 -1.6603 0.2395 -0.861 0.765 -0.796
H 1.9421 1.1441 -0.6432 -0.298 0.095 0.198
H 3.1508 1.3163 -2.7720 -0.870 -0.113 0.221
H 2.1380 0.4052 -4.8189 -0.114 0.066 0.249
H -0.1770 -0.6740 -4.7151 0.722 0.431 0.058
H -1.3404 -0.7997 -2.7170 -0.116 0.183 0.303
H 1.2285 0.1108 2.1239 -0.392 0.661 -0.520
H 2.1800 2.0050 3.3190 -0.632 -0.059 -0.733
H 1.3132 4.3464 2.8473 0.128 -0.257 0.082
H -0.3167 4.6629 1.0034 -0.024 0.152 0.129
H -1.1736 2.8634 -0.2361 -0.150 -0.337 -0.268
H 1.1411 -2.0429 -0.8545 -0.568 0.071 0.538
H 1.3948 -4.1673 0.3231 0.524 -0.430 -0.168
H -1.4279 -3.0618 3.3044 -0.038 0.086 0.148
```
Positions in Å, forces in eV/Å.

Summary:
Structure (SMILES)   NC(=O)C(c1ccccc1)(c1ccccc1)c1ccc(F)cc1F
Net charge   0
E   -1100.84268 Ha



(2)
DFT (ωB97M-V with the def2-TZVPD basis set) results for a structure of composition C20H15N13O4PmS2Se2.

XYZ file:
```
57
Properties=species:S:1:pos:R:3:forces:R:3
Pm -0.0594 0.3891 -0.1504 0.482 -0.802 -0.091
N -4.8851 -0.8542 1.8270 -0.112 0.066 -0.157
C -5.4492 -0.4115 0.6950 0.301 -0.159 0.256
N -6.7871 -0.5427 0.5490 -0.089 -0.052 0.144
N -4.8070 0.1100 -0.3092 -1.367 0.106 -0.535
C -3.5487 0.3253 -0.4021 1.212 0.120 0.010
N -2.4329 0.5593 -0.6115 -0.754 -0.045 0.231
H -5.4484 -1.1432 2.6083 0.064 0.022 -0.030
H -3.9137 -0.6613 2.0580 -0.183 -0.045 -0.033
H -7.3686 -0.9134 1.2746 0.013 -0.011 0.017
H -7.2026 -0.2212 -0.3047 0.059 0.020 -0.026
Se -0.9691 -2.3134 -3.2045 -0.971 -1.290 -0.586
N -1.1358 -3.9182 -2.5086 0.000 -0.459 -0.016
C -1.0056 -3.8265 -1.1859 0.099 0.534 0.068
C -1.0340 -4.8423 -0.2249 0.072 -0.026 0.442
C -0.8117 -4.4823 1.0880 -0.133 -0.480 -0.380
C -0.5847 -3.1461 1.4310 0.085 0.808 0.043
N -0.5700 -2.1515 0.5609 -0.021 -0.268 0.139
C -0.7929 -2.4852 -0.7158 -0.169 -0.818 -0.573
N -0.8048 -1.5407 -1.6591 -0.107 0.097 0.638
H -1.2130 -5.8678 -0.5158 0.030 -0.059 -0.021
H -0.7988 -5.2356 1.8615 -0.029 0.003 0.097
H -0.4182 -2.8578 2.4592 0.049 -0.028 0.157
S -0.0930 2.0446 -2.6946 0.501 0.958 0.710
C -0.7550 0.7619 -3.3973 -0.553 -0.876 -1.282
N -1.2121 -0.1518 -3.9712 -0.066 1.178 -0.103
S -2.6480 -0.7110 4.0985 -0.745 -0.522 1.216
C -1.6675 -0.1586 2.9591 1.124 0.652 -1.276
N -0.9668 0.2288 2.1045 -0.422 -0.012 0.799
N 3.0794 -0.6965 0.9953 0.361 -0.049 -0.079
C 4.0988 -0.3536 1.7990 -0.136 0.019 0.084
C 3.5427 0.2376 2.9103 0.045 -0.039 -0.026
C 2.1628 0.2119 2.6739 0.159 -0.159 0.069
N 1.8988 -0.3508 1.5052 -0.264 -0.071 -0.021
H 3.1115 -1.0759 0.0550 -0.163 0.190 0.077
H 5.1203 -0.5485 1.5385 0.136 -0.055 -0.098
H 4.0547 0.6373 3.7613 0.106 0.049 0.160
H 1.3681 0.5619 3.3047 -0.200 0.081 -0.034
O -0.5162 2.6090 0.4673 -0.623 0.289 0.199
C 0.6968 2.8930 0.4666 0.499 1.214 0.242
O 1.6088 2.0815 0.1800 0.298 0.125 -0.067
C 1.0790 4.3178 0.8028 0.101 0.048 -0.052
C 2.3521 4.7850 0.4983 -0.097 -0.097 -0.006
C 2.6941 6.1082 0.7309 -0.053 -0.035 0.042
C 1.7732 6.9671 1.2977 -0.286 0.184 0.077
C 0.5045 6.4919 1.6181 0.959 -0.880 -0.529
C 0.1442 5.1736 1.3680 -0.072 0.157 0.065
N -0.4416 7.3929 2.2175 -0.558 0.470 0.299
O -1.5472 6.9685 2.4810 -0.171 -0.073 0.052
O -0.0864 8.5387 2.4300 0.060 0.157 0.030
H 3.0568 4.0951 0.0609 0.066 -0.093 -0.052
H 3.6752 6.4739 0.4669 0.071 0.012 -0.003
H 2.0012 8.0050 1.4851 0.051 0.009 0.024
H -0.8452 4.8108 1.6038 -0.021 0.002 -0.031
Se 1.9802 -2.0934 -4.0149 0.647 -0.589 -1.286
C 1.8777 -1.1839 -2.5401 0.329 0.611 1.264
N 1.7507 -0.6362 -1.5152 0.384 -0.089 -0.260
```
Positions in Å, forces in eV/Å.

Summary:
Spin multiplicity   5
Net charge   -1
E   -7991.76077 Ha



(3)
DFT (ωB97M-V with the def2-TZVPD basis set) results for a structure of composition C20H15N7NiSe.

XYZ file:
```
44
Properties=species:S:1:pos:R:3:forces:R:3
Ni 0.5318 0.8244 -0.8141 0.228 0.059 -0.099
N -2.5460 -2.1349 -1.1412 -0.045 0.082 0.034
C -1.4469 -1.4486 -1.3694 0.063 0.065 -0.050
N -1.1302 -0.3177 -0.7751 -0.193 -0.191 0.033
C -2.0277 0.2163 0.1695 -0.184 -0.071 0.077
N -1.8093 1.3607 0.7492 0.390 -0.013 -0.268
N -0.6290 1.8983 0.2881 -0.532 0.165 0.405
C -0.3018 3.1110 0.5060 0.094 -0.102 -0.128
C 0.9522 3.5393 -0.1460 -0.110 -0.044 0.088
C 1.4912 4.7946 0.0390 0.037 -0.040 -0.061
C 2.6740 5.1158 -0.6230 -0.010 -0.006 0.004
C 3.2683 4.1683 -1.4336 0.012 0.004 -0.033
C 2.6665 2.9240 -1.5680 -0.093 -0.049 0.013
N 1.5309 2.6086 -0.9473 0.135 0.136 0.019
C -3.2408 -0.5297 0.4800 0.073 0.179 0.097
C -4.1636 -0.0832 1.4332 -0.013 -0.033 -0.006
C -5.3027 -0.8188 1.6776 0.032 -0.006 -0.032
C -5.5451 -2.0024 0.9738 0.001 0.000 0.014
C -4.6480 -2.4612 0.0302 0.001 0.064 0.052
C -3.4999 -1.7160 -0.2000 0.082 -0.087 -0.129
H -2.7113 -2.9769 -1.6736 -0.026 -0.048 0.011
H -0.7747 -1.8573 -2.1128 0.041 0.006 0.019
H -0.9141 3.7801 1.1023 -0.004 0.020 -0.019
H 0.9982 5.5091 0.6834 -0.015 0.001 0.009
H 3.1173 6.0949 -0.5039 0.006 0.002 0.008
H 4.1833 4.3773 -1.9685 0.006 0.006 0.005
H 3.1024 2.1594 -2.1981 0.028 0.012 0.004
H -3.9668 0.8364 1.9649 -0.004 0.002 -0.004
H -6.0156 -0.4787 2.4150 -0.009 0.002 0.001
H -6.4447 -2.5694 1.1699 -0.008 0.004 0.002
H -4.8338 -3.3764 -0.5168 0.009 -0.013 -0.003
Se 2.2381 0.4148 2.0550 0.172 -0.064 -0.022
N 1.7945 -0.1360 0.3986 -0.163 -0.178 -0.078
C 2.2975 -1.3500 0.2167 0.119 -0.003 -0.131
C 2.2112 -2.1358 -0.9717 -0.014 0.050 0.030
C 2.8134 -3.3498 -0.9881 0.089 -0.088 0.060
C 3.5305 -3.8724 0.1452 -0.053 0.070 -0.067
C 3.6575 -3.1529 1.2809 -0.017 0.061 -0.021
C 3.0440 -1.8569 1.3417 0.206 -0.045 0.125
N 3.1403 -1.0544 2.3830 -0.247 0.055 0.028
H 1.7289 -1.7518 -1.8625 -0.057 0.059 -0.003
H 2.7808 -3.9458 -1.8908 -0.015 -0.012 0.005
H 3.9878 -4.8482 0.0633 -0.004 -0.011 -0.002
H 4.2114 -3.5080 2.1382 -0.007 0.000 0.013
```
Positions in Å, forces in eV/Å.

Summary:
Energy above the lowest of the compared OMol25 structures with the same formula, charge and spin   0.0 kJ/mol
Spin multiplicity   3
Net charge   +2